DFT (the ωB97M-V functional and the def2-TZVPD basis) results for a structure of composition C45H40Cl3GeN3O4RuS.

Gap between HOMO and LUMO (alpha / beta) ... 6.94 / 6.94 eV
Highest occupied orbital energy (alpha / beta) ... -7.47 / -7.47 eV
Strongest force on any atom ... 1.0 eV/A
Spin multiplicity ... 1
ΔE to the lowest compared entry with this formula, charge and spin ... 0.0 kJ/mol

Element x y z (Å)
Ru: -0.19 -0.36 -0.44
N: -1.86 -0.49 -0.11
C: -3.22 -0.68 -0.19
C: -4.11 0.24 0.38
C: -5.47 0.02 0.32
C: -5.97 -1.11 -0.32
C: -5.09 -2.03 -0.89
C: -3.73 -1.83 -0.82
H: -3.71 1.13 0.86
H: -6.15 0.73 0.77
H: -7.04 -1.29 -0.36
H: -5.48 -2.91 -1.39
H: -3.02 -2.54 -1.23
O: 1.44 -1.08 3.24
C: 0.89 -0.55 2.30
O: 0.80 -1.08 1.13
C: 0.11 0.74 2.50
C: -1.34 0.52 2.97
Ge: -1.75 -1.03 4.11
C: -0.73 -0.99 5.77
C: 0.06 0.10 6.12
C: 0.75 0.14 7.32
C: 0.66 -0.93 8.20
C: -0.12 -2.03 7.87
C: -0.81 -2.06 6.67
C: -1.55 -2.76 3.23
C: -0.46 -3.58 3.47
C: -0.33 -4.80 2.82
C: -1.29 -5.21 1.91
C: -2.38 -4.40 1.65
C: -2.51 -3.18 2.30
C: -3.65 -0.83 4.57
C: -4.20 0.43 4.79
C: -5.52 0.59 5.18
C: -6.32 -0.53 5.37
C: -5.80 -1.79 5.16
C: -4.47 -1.94 4.76
H: 0.10 1.33 1.58
H: 0.67 1.29 3.26
H: -2.01 0.41 2.10
H: -1.67 1.40 3.51
H: 0.15 0.94 5.43
H: 1.36 1.00 7.57
H: 1.21 -0.91 9.14
H: -0.19 -2.87 8.56
H: -1.41 -2.93 6.43
H: 0.32 -3.26 4.15
H: 0.53 -5.42 3.01
H: -1.19 -6.16 1.40
H: -3.14 -4.70 0.93
H: -3.37 -2.55 2.08
H: -3.58 1.32 4.66
H: -5.92 1.58 5.35
H: -7.35 -0.41 5.68
H: -6.42 -2.67 5.31
H: -4.08 -2.94 4.61
Cl: -6.00 -0.66 -8.18
C: -5.20 0.45 -7.11
C: -4.85 1.71 -7.56
C: -4.22 2.57 -6.68
C: -3.93 2.22 -5.36
C: -3.24 3.27 -4.51
C: -1.72 3.13 -4.45
N: -1.26 1.88 -3.87
C: -0.92 0.73 -4.54
C: -0.59 -0.18 -3.59
N: -0.70 0.41 -2.35
C: -1.10 1.65 -2.55
O: -3.76 3.32 -3.20
C: -4.53 4.49 -2.93
C: -5.71 4.61 -3.86
C: -6.70 3.69 -3.97
Cl: -6.87 2.26 -3.04
S: -7.85 4.09 -5.18
C: -7.01 5.53 -5.56
C: -5.90 5.68 -4.79
C: -4.29 0.94 -4.95
Cl: -3.96 0.35 -3.36
C: -4.93 0.06 -5.81
H: -5.07 2.01 -8.58
H: -3.97 3.57 -7.02
H: -3.43 4.22 -5.02
H: -1.32 3.95 -3.85
H: -1.31 3.21 -5.45
H: -0.97 0.66 -5.61
H: -0.27 -1.20 -3.69
H: -1.31 2.37 -1.79
H: -3.91 5.39 -3.01
H: -4.85 4.39 -1.90
H: -7.38 6.18 -6.33
H: -5.23 6.52 -4.87
H: -5.20 -0.93 -5.46
C: 2.48 1.74 -0.93
C: 1.54 0.60 -0.87
O: 1.77 -0.52 -1.33
H: 3.23 1.59 -0.15
H: 1.97 2.68 -0.74
H: 2.99 1.76 -1.90

DFT (the ωB97M-V functional and the def2-TZVPD basis) results for a structure of composition C45H40Cl5N7O2RuS at a distorted geometry.

Total charge ... -1
Gap between HOMO and LUMO (alpha / beta) ... 5.68 / 6.05 eV
Highest occupied orbital energy (alpha / beta) ... -3.41 / -3.90 eV
Strongest force on any atom ... 4.3 eV/A
Spin multiplicity ... 2
ΔE to the lowest compared entry with this formula, charge and spin ... 379.8 kJ/mol

Element x y z (Å)
Ru: -0.23 0.27 0.10
C: -3.57 3.64 0.78
C: -2.52 3.86 -0.27
C: -2.45 5.29 -0.67
C: -1.70 5.95 -1.53
C: -0.73 5.29 -2.45
C: -0.61 2.86 -1.75
C: 1.50 1.46 -2.44
C: -1.75 2.85 -0.72
N: -1.91 1.53 -0.19
C: -3.09 0.93 -0.18
O: -4.20 1.29 -0.58
C: -3.01 -0.49 0.42
C: -4.16 -1.24 0.49
C: -4.08 -2.55 0.92
C: -2.86 -3.03 1.35
C: -1.75 -2.20 1.30
N: -1.81 -0.98 0.79
C: -0.53 -2.71 2.07
O: -0.76 -3.68 2.79
N: 0.67 -2.09 2.09
C: 1.51 -2.57 3.18
C: 2.36 -3.67 3.00
C: 2.23 -4.61 1.82
C: 3.28 -3.97 4.00
C: 3.34 -3.21 5.16
C: 2.42 -2.20 5.37
C: 1.47 -1.89 4.40
C: 0.38 -0.89 4.72
H: -3.73 4.56 1.36
H: -3.31 2.85 1.48
H: -4.52 3.33 0.34
H: -3.15 5.91 -0.12
H: -1.80 7.03 -1.60
H: 0.91 3.97 -2.62
H: 1.84 2.26 -3.13
H: 0.94 0.75 -3.04
H: 2.40 0.98 -2.06
H: -5.08 -0.76 0.16
H: -4.97 -3.18 0.96
H: -2.74 -4.02 1.76
H: 1.34 -4.42 1.23
H: 2.17 -5.64 2.19
H: 3.10 -4.55 1.16
H: 3.95 -4.81 3.86
H: 4.09 -3.44 5.92
H: 2.41 -1.65 6.30
H: 0.79 0.00 5.20
H: -0.33 -1.35 5.42
H: -0.17 -0.58 3.84
S: 3.76 -0.19 1.80
C: 3.65 -1.54 0.68
C: 2.39 -1.90 0.43
C: 1.33 -1.11 1.11
C: 2.04 -0.05 1.80
C: 1.33 1.03 2.36
C: 1.87 1.98 3.26
C: 1.08 3.00 3.70
C: -0.26 3.08 3.28
C: -0.70 2.14 2.38
N: 0.05 1.13 1.90
H: 4.56 -1.99 0.30
H: 2.14 -2.77 -0.16
H: 2.90 1.89 3.58
H: 1.48 3.74 4.38
H: -0.92 3.87 3.60
H: -1.72 2.15 2.03
C: 2.32 -3.04 -3.74
C: 2.61 -1.74 -3.03
N: 1.49 -1.44 -2.17
C: 0.19 -1.60 -2.51
N: -0.71 -0.97 -1.81
C: -2.11 -1.13 -2.25
C: -2.26 -1.51 -3.71
C: -1.43 -2.73 -3.99
N: -0.06 -2.49 -3.55
C: 1.01 -2.89 -4.46
H: 2.25 -3.85 -3.00
H: 3.11 -3.28 -4.45
H: 2.79 -0.94 -3.76
H: 3.50 -1.82 -2.40
H: 1.60 -0.68 -1.51
H: -2.64 -0.20 -2.07
H: -2.59 -1.91 -1.66
H: -1.91 -0.69 -4.33
H: -3.31 -1.69 -3.94
H: -1.40 -2.95 -5.05
H: -1.84 -3.60 -3.48
H: 1.11 -2.16 -5.27
H: 0.70 -3.84 -4.91
Cl: 2.94 2.53 0.20
C: 1.37 2.92 -0.42
C: 0.66 1.98 -1.28
C: -1.16 3.12 -3.11
Cl: -1.68 1.80 -4.15
C: -1.36 4.37 -3.44
Cl: -2.28 4.92 -4.80
C: 0.31 4.39 -1.82
Cl: 0.15 6.63 -3.41
C: 0.94 4.17 -0.48
Cl: 1.15 5.40 0.75

DFT (the ωB97M-V functional and the def2-TZVPD basis) results for a structure of composition C45H40F3N4SbTi.

Total charge ... +1
Gap between HOMO and LUMO (alpha / beta) ... 6.28 / 5.78 eV
Highest occupied orbital energy (alpha / beta) ... -10.32 / -10.49 eV
Strongest force on any atom ... 0.7 eV/A
Spin multiplicity ... 2
ΔE to the lowest compared entry with this formula, charge and spin ... 150.9 kJ/mol

Element x y z (Å)
Ti: 0.79 -0.25 0.28
C: 5.27 -3.27 -1.27
C: 4.46 -3.55 -0.19
C: 3.19 -2.99 -0.10
C: 2.73 -2.14 -1.10
C: 3.54 -1.88 -2.20
C: 4.81 -2.44 -2.28
N: 1.43 -1.58 -0.98
C: 0.43 -2.12 -1.83
C: 0.64 -3.04 -2.85
C: -0.45 -3.55 -3.54
C: -1.76 -3.19 -3.21
C: -1.99 -2.28 -2.19
C: -0.89 -1.72 -1.56
N: -0.92 -0.88 -0.45
N: -2.00 -0.74 0.28
C: -1.66 -0.69 1.62
C: -2.65 -0.51 2.58
C: -2.35 -0.78 3.89
C: -1.07 -1.23 4.23
C: -0.12 -1.31 3.24
N: -0.37 -1.01 1.95
H: 6.26 -3.71 -1.34
H: 4.80 -4.22 0.60
H: 2.54 -3.23 0.73
H: 3.18 -1.23 -2.99
H: 5.44 -2.22 -3.14
H: 1.63 -3.39 -3.08
H: -0.28 -4.27 -4.33
H: -2.59 -3.62 -3.75
H: -2.99 -1.98 -1.91
H: -3.64 -0.22 2.25
H: -3.11 -0.67 4.66
H: -0.82 -1.51 5.24
H: 0.89 -1.62 3.46
C: 2.03 0.90 2.01
C: 1.09 1.79 1.42
C: 1.46 1.98 0.06
C: 2.63 1.20 -0.18
C: 2.98 0.53 1.02
C: 4.25 -0.22 1.27
C: 3.48 1.31 -1.40
C: 1.01 3.10 -0.82
C: -0.06 2.46 2.11
C: 2.20 0.66 3.48
H: 4.97 0.45 1.74
H: 4.68 -0.60 0.35
H: 4.11 -1.07 1.94
H: 4.16 2.15 -1.28
H: 2.88 1.50 -2.29
H: 4.08 0.42 -1.57
H: 1.77 3.89 -0.78
H: 0.07 3.53 -0.49
H: 0.91 2.80 -1.87
H: -0.92 2.55 1.45
H: 0.22 3.47 2.42
H: -0.37 1.91 3.00
H: 2.82 1.46 3.89
H: 2.70 -0.28 3.70
H: 1.26 0.69 4.03
F: -4.15 7.62 -3.81
C: -3.72 6.40 -3.45
C: -4.61 5.54 -2.84
C: -4.16 4.28 -2.47
C: -2.84 3.89 -2.70
C: -1.98 4.79 -3.32
C: -2.41 6.06 -3.70
Sb: -2.13 2.00 -2.03
C: -0.99 1.54 -3.77
C: -1.36 1.97 -5.04
C: -0.60 1.65 -6.16
C: 0.54 0.89 -5.98
F: 1.29 0.58 -7.06
C: 0.95 0.45 -4.74
C: 0.18 0.78 -3.64
C: -3.86 0.83 -2.47
C: -4.04 0.15 -3.67
C: -5.17 -0.63 -3.88
C: -6.11 -0.72 -2.88
F: -7.21 -1.47 -3.08
C: -5.97 -0.06 -1.67
C: -4.82 0.70 -1.48
H: -5.63 5.85 -2.67
H: -4.86 3.60 -2.00
H: -0.95 4.51 -3.53
H: -1.75 6.76 -4.18
H: -2.25 2.57 -5.17
H: -0.88 1.98 -7.15
H: 1.85 -0.15 -4.65
H: 0.50 0.43 -2.66
H: -3.30 0.20 -4.45
H: -5.33 -1.16 -4.81
H: -6.73 -0.16 -0.91
H: -4.69 1.20 -0.52